1.
C42H60LaN5S | ωB97M-V with the def2-TZVPD basis set

CARTESIAN COORDINATES (ANGSTROEM)
1 La -0.13545 -0.03480 0.00511
2 C -3.95366 4.02547 -2.70612
3 C -4.29952 2.58137 -2.33344
4 C -5.51289 2.09595 -3.12501
5 C -4.49264 2.44769 -0.82385
6 C -5.58187 3.12446 -0.26916
7 C -5.81582 3.15623 1.09220
8 C -4.93028 2.50056 1.93047
9 C -3.82457 1.81841 1.43117
10 C -2.89575 1.18642 2.44207
11 C -2.83955 -0.34180 2.35212
12 C -1.53277 1.86196 2.40528
13 C -3.61129 1.76593 0.04130
14 N -2.50839 1.02995 -0.53070
15 C -2.86738 0.12354 -1.44182
16 C -1.04327 -1.30656 -2.83170
17 N 0.06961 -1.38594 -2.19136
18 C 1.03294 -2.28756 -2.82205
19 C 1.46958 -1.97581 -4.11352
20 C 2.25955 -2.90767 -4.78809
21 C 2.64913 -4.09121 -4.19304
22 C 2.27021 -4.33985 -2.88070
23 C 1.47451 -3.44873 -2.16986
24 C 1.23289 -3.75146 -0.70077
25 C -0.22566 -3.84376 -0.25367
26 C 2.05192 -2.77604 0.14303
27 C 1.17476 -0.64520 -4.79274
28 C 0.27921 -0.79919 -6.02047
29 C 2.47491 0.08274 -5.14404
30 H -3.69898 4.08426 -3.76836
31 H -3.10195 4.39479 -2.12839
32 H -4.79950 4.69833 -2.52375
33 H -3.45405 1.98380 -2.64801
34 H -6.41212 2.67319 -2.88579
35 H -5.72616 1.04109 -2.92837
36 H -5.31813 2.20451 -4.19563
37 H -6.24976 3.65680 -0.93759
38 H -6.66972 3.68818 1.49607
39 H -5.08488 2.51815 3.00562
40 H -3.31890 1.43019 3.41808
41 H -2.38332 -0.68897 1.41218
42 H -3.84556 -0.76181 2.35475
43 H -2.27344 -0.77386 3.18013
44 H -1.03076 1.67564 1.46895
45 H -0.88412 1.52364 3.21224
46 H -1.63698 2.94566 2.45518
47 H -3.91923 -0.15454 -1.50108
48 H -1.18484 -1.96932 -3.69026
49 H 2.57967 -2.68140 -5.79942
50 H 3.25732 -4.80729 -4.73295
51 H 2.59685 -5.24714 -2.38444
52 H 1.67571 -4.73355 -0.53219
53 H -0.73785 -2.87602 -0.27540
54 H -0.29220 -4.22295 0.76978
55 H -0.79320 -4.50975 -0.90643
56 H 1.72871 -1.75367 -0.03875
57 H 3.10439 -2.79866 -0.14294
58 H 1.95767 -2.97351 1.21101
59 H 0.63984 -0.01149 -4.09375
60 H 0.74360 -1.44780 -6.77231
61 H 0.09291 0.17358 -6.48155
62 H -0.69687 -1.22086 -5.76320
63 H 3.04196 -0.44791 -5.91575
64 H 3.12365 0.19632 -4.27097
65 H 2.24812 1.08010 -5.53121
66 N -3.00171 2.70439 -7.46897
67 C -2.81427 2.10584 -6.49562
68 C -2.58226 1.36477 -5.29060
69 C -1.57557 1.73418 -4.37279
70 C -1.33102 1.05201 -3.22685
71 C -2.09598 -0.19265 -2.77354
72 C -3.14568 -0.52240 -3.82638
73 C -3.33868 0.20891 -4.95179
74 H -0.98441 2.62397 -4.57396
75 H -0.58113 1.43156 -2.53427
76 H -3.77965 -1.38233 -3.62357
77 H -4.13049 -0.10442 -5.62750
78 C 2.44419 -1.81577 7.68224
79 C 1.20702 -2.68290 7.45800
80 C 0.55579 -2.53104 6.08594
81 C 1.41608 -2.98639 4.91049
82 N 2.36187 -1.97363 4.41267
83 C 2.07549 -1.05223 3.49544
84 S 0.53549 -0.94508 2.74935
85 N 3.03710 -0.19227 3.14489
86 C 4.36414 -0.10913 3.74672
87 C 4.38347 0.61747 5.08225
88 C 5.73417 0.52813 5.77397
89 C 5.74530 1.24706 7.11698
90 H 2.79601 -1.87845 8.71360
91 H 2.23330 -0.76278 7.46949
92 H 3.29195 -2.12359 7.05648
93 H 0.46471 -2.44516 8.22251
94 H 1.46732 -3.73547 7.61439
95 H 0.26335 -1.48948 5.91329
96 H -0.37072 -3.10972 6.06338
97 H 0.79102 -3.27298 4.07014
98 H 2.01597 -3.85717 5.18137
99 H 3.21402 -1.84802 4.93022
100 H 2.74665 0.50733 2.47798
101 H 5.00164 0.39874 3.02472
102 H 4.78016 -1.11683 3.83919
103 H 3.60652 0.20670 5.73634
104 H 4.11071 1.66423 4.91686
105 H 6.50759 0.94518 5.12031
106 H 5.99847 -0.52675 5.91493
107 H 5.51414 2.30920 6.99755
108 H 6.71662 1.17426 7.60850
109 H 4.99816 0.82294 7.79513

Calculated values
E_LUMO (alpha / beta) (eV): -0.35 / -0.34
2S+1: 1
ΔE to the lowest compared entry with this formula, charge and spin (kcal per mole): 88.0
Net charge: 0

Mulliken atomic charge list, values in e, 4 entries: 0.70 -1.59 1.72 -1.70


2.
C35H71N3O5 | ωB97M-V with the def2-TZVPD basis set

CARTESIAN COORDINATES (ANGSTROEM)
1 C 4.08608 -5.29466 -2.06154
2 C 4.89364 -4.48049 -3.05474
3 C 6.01357 -3.64405 -2.38848
4 C 6.25185 -2.27314 -3.05402
5 C 5.54947 -1.07547 -2.34786
6 C 4.20130 -1.51565 -1.75931
7 C 3.29785 -0.34437 -1.35034
8 C 2.02414 -0.91625 -0.73814
9 C 0.89550 0.10457 -0.50964
10 C -0.46741 -0.56942 -0.68675
11 C -0.66351 -1.86568 0.08836
12 C -1.96320 -2.51423 -0.47767
13 N -1.54009 -3.10635 -1.78344
14 C -2.45360 -2.78678 -2.88045
15 O -1.95831 -1.73479 -3.68276
16 C -0.67643 -2.01669 -4.21005
17 C -0.31415 -0.89889 -5.19716
18 C -0.68640 0.47783 -4.64951
19 C -1.36539 -4.51003 -1.63700
20 O -2.18579 -5.29502 -1.34851
21 O -0.10895 -4.91220 -1.83387
22 H 4.72742 -5.98217 -1.51230
23 H 3.32760 -5.90549 -2.55206
24 H 3.56265 -4.67436 -1.33290
25 H 5.38247 -5.18362 -3.73004
26 H 4.28470 -3.83793 -3.68780
27 H 6.92840 -4.21954 -2.53596
28 H 5.88703 -3.58803 -1.31064
29 H 7.32432 -2.08928 -3.05289
30 H 5.83867 -2.32398 -4.05930
31 H 5.33517 -0.28512 -3.06508
32 H 6.17849 -0.69173 -1.54597
33 H 4.35921 -2.08798 -0.84939
34 H 3.63361 -2.08967 -2.48880
35 H 3.81400 0.33460 -0.67099
36 H 3.02073 0.26248 -2.21539
37 H 2.20582 -1.47710 0.17828
38 H 1.63976 -1.64770 -1.46132
39 H 1.00410 0.50087 0.50200
40 H 0.98754 0.96042 -1.17505
41 H -1.22128 0.12571 -0.30092
42 H -0.71481 -0.68752 -1.73789
43 H -0.72301 -1.68600 1.16217
44 H 0.11434 -2.61338 -0.06212
45 H -2.74031 -1.76738 -0.59650
46 H -2.27184 -3.31652 0.19043
47 H -2.54569 -3.66049 -3.53822
48 H -3.43797 -2.52025 -2.51495
49 H 0.09899 -2.00592 -3.44110
50 H -0.68110 -2.99735 -4.69790
51 H -0.77059 -1.11485 -6.15992
52 H 0.77212 -0.91372 -5.28128
53 H -0.24410 0.62607 -3.66728
54 H -1.76394 0.58596 -4.60869
55 H -0.26436 1.24870 -5.29029
56 H 0.45157 -4.13267 -1.97435
57 C 3.08821 6.61200 -0.46508
58 C 2.29124 5.28201 -0.34381
59 C 0.98422 5.50165 0.42858
60 C 1.17627 5.66642 1.93199
61 C 1.97017 4.49044 2.49366
62 C 3.30401 4.28120 1.77364
63 N 3.13989 4.22645 0.28683
64 O 2.66275 3.07146 -0.02742
65 C 4.26892 5.41201 2.18703
66 C 3.96600 3.00598 2.29480
67 C 1.91813 4.92359 -1.78295
68 H 3.34035 6.83022 -1.50310
69 H 2.52223 7.46290 -0.08196
70 H 4.04530 6.59184 0.04714
71 H 0.31562 4.65065 0.26075
72 H 0.46696 6.37548 0.02684
73 H 1.67452 6.61516 2.15200
74 H 0.20101 5.71421 2.42131
75 H 2.15164 4.64653 3.55957
76 H 1.35989 3.58443 2.41769
77 H 5.19098 5.37215 1.60433
78 H 4.54383 5.30634 3.23686
79 H 3.83882 6.40736 2.08926
80 H 3.32706 2.13053 2.18377
81 H 4.18424 3.10655 3.35788
82 H 4.90596 2.81249 1.77420
83 H 2.80654 4.70233 -2.37706
84 H 1.40338 5.76658 -2.24512
85 H 1.24736 4.06660 -1.84016
86 C -5.32521 -2.87715 2.53681
87 C -4.70025 -1.85610 3.52750
88 C -5.41547 -1.90454 4.88284
89 C -6.78769 -1.23877 4.87795
90 C -6.68115 0.18872 4.34707
91 C -6.01567 0.25738 2.97047
92 N -4.71749 -0.48532 2.93572
93 O -3.81964 0.23141 3.52321
94 C -7.00178 -0.29369 1.91947
95 C -5.81711 1.72022 2.57545
96 C -3.27561 -2.37249 3.74535
97 H -4.56452 -3.53545 2.11587
98 H -6.07020 -3.51166 3.02001
99 H -5.79184 -2.42082 1.66882
100 H -4.79670 -1.40874 5.63811
101 H -5.51266 -2.94274 5.20686
102 H -7.49402 -1.82443 4.28247
103 H -7.18777 -1.22087 5.89412
104 H -7.67688 0.63505 4.29369
105 H -6.11502 0.79119 5.06493
106 H -6.52449 -0.37796 0.94146
107 H -7.85009 0.38240 1.80915
108 H -7.42337 -1.26173 2.18475
109 H -5.23615 2.27445 3.31131
110 H -6.78294 2.21855 2.49293
111 H -5.31292 1.79963 1.61046
112 H -2.69030 -2.31867 2.82512
113 H -3.29774 -3.41483 4.06496
114 H -2.74074 -1.82189 4.51890

Calculated values
E_LUMO (alpha / beta) (eV): 0.62 / 0.22
2S+1: 3
Expectation value of S²: 2.01
Net charge: 0

Mulliken atomic charge list, values in e, 4 entries: -1.37 -0.34 -0.84 -0.85


3.
C26H27NO2 | ωB97M-V with the def2-TZVPD basis set

CARTESIAN COORDINATES (ANGSTROEM)
1 C -2.04802 -5.76860 0.66893
2 C -0.90924 -4.86627 1.07318
3 O -0.85831 -3.76581 0.12120
4 C 0.24090 -2.97340 0.27056
5 C 0.08807 -1.70211 -0.48241
6 N 1.10286 -0.89967 -0.61499
7 C 1.16125 0.25762 -1.26730
8 C 2.41056 1.02222 -1.28093
9 C 2.43155 2.38695 -1.65080
10 C 3.63365 3.07382 -1.80944
11 C 4.84730 2.43230 -1.53505
12 C 4.83113 1.11646 -1.04074
13 C 3.62156 0.42866 -0.88236
14 C -0.02784 0.75382 -1.97893
15 C 0.05294 1.32902 -3.26407
16 C -1.11437 1.56292 -3.99323
17 C -2.35904 1.16136 -3.48489
18 C -2.44768 0.63374 -2.18710
19 C -1.29644 0.54290 -1.41831
20 O 1.20324 -3.28457 0.95049
21 H -2.30350 -6.43783 1.49404
22 H -2.94194 -5.20543 0.38135
23 H -1.74715 -6.40187 -0.17059
24 H -1.07264 -4.44830 2.07998
25 H 0.04798 -5.40166 1.05848
26 H -0.78608 -1.68707 -1.15623
27 H 1.48908 2.90318 -1.82974
28 H 3.62162 4.10912 -2.15643
29 H 5.79325 2.96516 -1.68291
30 H 5.77129 0.62873 -0.77881
31 H 3.58879 -0.58219 -0.47240
32 H 1.03028 1.57855 -3.67928
33 H -1.04993 2.04835 -4.96528
34 H -3.26063 1.26925 -4.08620
35 H -3.40359 0.29448 -1.77383
36 H -1.35622 0.29645 -0.34928
37 C -0.07451 -1.11157 2.75494
38 C -1.04477 -0.31364 1.96981
39 C -2.37709 -0.90765 1.69832
40 C -0.83115 1.09786 1.88128
41 C -1.85565 2.00247 1.45746
42 C -1.69112 3.37581 1.59037
43 C -0.49427 3.90193 2.09332
44 C 0.56212 3.04084 2.41498
45 C 0.41525 1.66773 2.28563
46 H 0.88850 -1.20600 2.24048
47 H 0.11651 -0.62789 3.72527
48 H -0.45273 -2.12257 2.93681
49 H -2.92262 -0.44003 0.87301
50 H -2.28060 -1.97698 1.47666
51 H -3.01671 -0.81925 2.59136
52 H -2.78761 1.61084 1.04775
53 H -2.51480 4.03705 1.31961
54 H -0.37883 4.98081 2.21614
55 H 1.50698 3.43884 2.79507
56 H 1.24842 1.00113 2.52501

Calculated values
E_LUMO (eV): -1.89
2S+1: 1
ΔE to the lowest compared entry with this formula, charge and spin (kcal per mole): 13.0
Net charge: 0

Mulliken atomic charge list, values in e, 4 entries: -1.24 -0.08 -0.26 -0.01


4.
C5H10ClN4O3 | ωB97M-V with the def2-TZVPD basis set

CARTESIAN COORDINATES (ANGSTROEM)
1 C -1.31432 -2.25119 -0.64262
2 C 3.08848 2.00424 -0.33214
3 C 0.60497 -0.89510 -1.54329
4 C -1.83288 0.06235 1.08465
5 C -0.98151 -0.71817 2.09469
6 N -0.48285 1.19702 -0.34956
7 N 3.76123 2.92024 -0.67552
8 N -0.63972 -0.98501 -0.83055
9 N -1.01086 0.08373 -0.09538
10 O -1.01319 -3.17274 -1.34178
11 O 2.24173 1.19135 -0.33804
12 O -0.75687 2.26656 0.17571
13 Cl 0.65368 -0.01588 2.31289
14 H -2.16124 -2.18582 0.19498
15 H 0.55456 -1.49651 -2.35862
16 H 0.67727 0.00456 -2.10595
17 H 1.43510 -1.09209 -0.86541
18 H -2.06908 1.07187 1.28917
19 H -2.74726 -0.48722 0.79408
20 H -0.73547 -1.72920 1.74714
21 H -1.66927 -0.72192 2.99210
22 H 0.48749 1.08556 -0.72744
23 H 3.91000 3.86337 -0.47910

Calculated values
E_LUMO (alpha / beta) (eV): -5.12 / -5.12
2S+1: 1
ΔE to the lowest compared entry with this formula, charge and spin (kcal per mole): 4.8
Net charge: +1

Mulliken atomic charge list, values in e, 4 entries: 0.19 0.45 -1.13 -1.08


| no. | strongest force on any atom (eV/Å) | energy (eV) |
| --- | --- | --- |
| 1 | 1.6 | -63669.58419 |
| 2 | 2.5 | -52150.70136 |
| 3 | 2.8 | -32982.30714 |
| 4 | 3.4 | -29960.23913 |